This record from OMol25 describes an isolated ion of composition C5H12NO and charge -1 in a non-equilibrium geometry. The level of theory is ωB97M-V with the def2-TZVPD basis set.

```
19
Properties=species:S:1:pos:R:3
C 0.23687 -0.66916 2.28829
N 0.65511 -0.86306 0.92876
C 0.69508 -0.00576 -0.31817
C 2.03611 -0.15807 -1.02480
C -0.47384 -0.18608 -1.27002
C -1.76734 0.38227 -0.60723
O -1.50674 1.64358 -0.12471
H 0.08471 -1.65335 2.95268
H 1.00768 -0.05166 2.83509
H -0.69903 -0.09503 2.30307
H 0.26999 -1.75349 0.60578
H 0.79447 0.99331 0.16736
H 2.28188 -1.03268 -1.61711
H 2.18256 0.67671 -1.72068
H 2.86038 -0.04190 -0.29454
H -0.61384 -1.24264 -1.50069
H -0.32106 0.44988 -2.13961
H -2.11551 -0.25363 0.28384
H -2.67959 0.33058 -1.32756
```

Computed properties:
* net charge: -1
* HOMO-LUMO gap: 6.26 eV
* SMILES: CN[C@@H](C)CC[O-]
* LUMO level: 4.07 eV
* E_HOMO: -2.19 eV
* spin multiplicity: 1
* E_tot: -327.6375 hartree